{
  "formula": "C8H10F2NP",
  "method": "wB97M-V/def2-TZVPD",
  "elements": ["C", "C", "C", "C", "C", "C", "C", "C", "N", "F", "F", "P", "H", "H", "H", "H", "H", "H", "H", "H", "H", "H"],
  "positions_angstrom": [[-1.181, 0.167, 1.043], [1.146, 0.287, 1.704], [-0.829, 0.287, -0.266], [1.517, 0.627, 0.414], [-0.227, 0.053, 2.038], [0.520, 0.709, -0.578], [-0.544, -0.015, 3.486], [0.139, 0.466, -2.946], [0.796, 1.060, -1.938], [0.809, 0.338, -4.106], [-1.183, 0.746, -3.273], [-0.252, -2.256, -2.083], [-2.219, -0.044, 1.431], [1.736, 0.339, 2.584], [-1.515, 0.101, -1.009], [2.553, 1.002, 0.285], [-0.623, -1.070, 3.751], [0.293, 0.346, 4.145], [-1.550, 0.541, 3.646], [1.619, 1.489, -2.234], [-1.357, -2.077, -2.955], [0.353, -3.097, -3.139]],
  "charge": 0,
  "largest_force_ev_per_a": 4.44,
  "de_lowest_kcal_mol": 105.75,
  "gap_ev": [7.115, 7.113],
  "spin_multiplicity": 1,
  "e_homo_ev": [-7.61, -7.61]
}